Below is one molecule with the formula C3HN3O2, with properties calculated with wB97M-V/def2-TZVPD.

Last column: Löwdin charge in e.
Element x y z (Å)
N1 -2.94 0.36 0.02  0.178
C1 -1.76 0.19 0.13  -0.111
C2 -0.39 0.08 -0.22  -0.154
O1 -0.23 -1.26 0.00  -0.011
N2 1.02 -1.60 0.09  0.088
N3 1.70 -0.44 -0.02  0.120
C3 0.87 0.57 -0.13  -0.445
O2 1.13 1.84 -0.01  0.051
H1 2.00 2.12 0.72  0.285

Output
Energy above the lowest of the compared OMol25 structures with the same formula, charge and spin, kcal per mole: 90.6
Maximum force, eV/A: 7.439
HOMO-LUMO gap, eV: 9.5973



Below is C3HN5S as an isolated structure, with properties calculated with wB97M-V/def2-TZVPD.

Last column: Löwdin charge in e.
Element x y z (Å)
C1 0.22 -0.40 -0.01  -0.270
C2 -0.37 0.93 0.00  -0.305
C3 1.58 -0.07 0.05  -0.360
N1 -0.77 -1.27 -0.06  0.144
N2 -1.69 0.79 -0.04  0.154
N3 0.63 1.84 0.06  0.118
N4 1.76 1.23 0.09  0.011
N5 -1.85 -0.51 -0.08  -0.064
S1 3.26 -1.61 0.07  0.403
H1 -2.77 -0.92 -0.09  0.169

Output
Energy above the lowest of the compared OMol25 structures with the same formula, charge and spin, kcal per mole: 23.5
Maximum force, eV/A: 8.486
HOMO-LUMO gap (spin up / spin down), eV: 5.1178 / 5.1186



Below is C3HNO2 as an isolated structure, with properties calculated with wB97M-V/def2-TZVPD.

Last column: Löwdin charge in e.
Element x y z (Å)
O1 -1.79 -1.76 -0.62  0.143
C1 -1.48 -0.70 -0.33  -0.037
C2 0.33 0.19 0.08  -0.205
O2 -0.32 1.24 0.24  -0.003
C3 1.75 0.25 0.26  -0.163
N1 2.90 0.13 0.38  0.170
H1 -1.39 0.66 -0.02  0.094

Output
Energy above the lowest of the compared OMol25 structures with the same formula, charge and spin, kcal per mole: 55.0
Maximum force, eV/A: 1.276
HOMO-LUMO gap, eV: 9.0961



Below is one molecule with the formula C3HNO2, with properties calculated with wB97M-V/def2-TZVPD.

Last column: Löwdin charge in e.
Element x y z (Å)
C1 -0.64 -0.85 -0.19  -0.168
C2 -0.28 0.58 0.42  -0.415
C3 1.14 0.74 0.03  0.013
N1 -0.18 -0.63 -1.29  0.180
O1 -1.09 1.38 0.76  0.093
O2 2.27 0.43 0.10  0.196
H1 -1.22 -1.64 0.17  0.102

Output
Energy above the lowest of the compared OMol25 structures with the same formula, charge and spin, kcal per mole: 56.1
Maximum force, eV/A: 4.044
HOMO-LUMO gap (spin up / spin down), eV: 8.2814 / 7.9387



Below is a 2-piece molecular cluster, C3HNO3 overall, with properties calculated with wB97M-V/def2-TZVPD.

Last column: Löwdin charge in e.
Element x y z (Å)
C1 1.21 0.34 -0.25  -0.295
C2 -0.42 -1.49 0.00  -0.262
C3 -1.19 1.26 0.80  0.008
N1 0.65 -0.87 0.01  0.191
O1 -1.26 -2.25 0.22  0.221
O2 -1.95 1.20 -0.05  0.043
O3 0.72 1.46 -0.35  -0.010
H1 2.24 0.35 -0.39  0.105

Output
Energy above the lowest of the compared OMol25 structures with the same formula, charge and spin, kcal per mole: 11.0
Maximum force, eV/A: 3.536
HOMO-LUMO gap, eV: 10.5772



Below is a 2-piece molecular cluster, C3HNO5 overall, with properties calculated with wB97M-V/def2-TZVPD.

Last column: Löwdin charge in e.
Element x y z (Å)
O1 1.45 1.74 1.68  0.272
C1 1.20 1.05 0.80  -0.103
C2 0.89 0.50 -0.37  -0.011
N1 0.87 -0.93 -0.56  -0.410
O2 1.68 -1.55 0.08  0.096
O3 -0.01 -1.40 -1.29  0.064
H1 -0.01 0.98 -0.76  0.129
O4 -1.60 -0.40 1.16  0.246
C3 -1.97 -0.14 0.13  -0.480
O5 -2.50 0.15 -0.88  0.197

Output
Energy above the lowest of the compared OMol25 structures with the same formula, charge and spin, kcal per mole: 108.5
Maximum force, eV/A: 5.182
HOMO-LUMO gap, eV: 10.3782



Question: Which value of maximum force does entry 2 give?
Answer: 8.486 eV/A